1.
C2H3O3S | ωB97M-V with the def2-TZVPD basis set

F_max (eV Å⁻¹): 3.05
Energy relative to the best compared isomer or geometry (same formula, charge and spin) (eV): 4.842
Total charge: -1
DFT total energy (Eh): -701.81690

Atoms and positions in Å:
C1 -1.76746 0.03838 1.41458
C2 -1.78528 -0.13989 0.20127
O1 3.32420 1.23720 -0.23934
O2 2.68752 -0.02141 1.54918
O3 -0.66105 -0.48086 -2.35282
S1 2.16584 0.62086 0.37009
H1 -1.60701 0.27967 2.40849
H2 -0.86340 -1.37611 -2.43821
H3 -1.49337 -0.15784 -0.91324



2.
C4H14N2O | ωB97M-V with the def2-TZVPD basis set

F_max (eV Å⁻¹): 2.49
⟨S²⟩: 0.754
Energy relative to the best compared isomer or geometry (same formula, charge and spin) (eV): 1.127
Total charge: +3
DFT total energy (Eh): -344.24948
Spin multiplicity: 2

Atoms and positions in Å:
C1 -0.90909 1.27897 0.33163
O1 -1.93615 1.97193 -0.24245
C2 -0.27148 0.21823 -0.74433
C3 0.36890 -0.95434 -0.01841
C4 1.37537 -0.49623 1.12288
N1 2.52978 -1.49731 1.28833
N2 -1.32002 -0.26106 -1.75547
H1 -1.25165 0.69425 1.18726
H2 -0.15142 2.05180 0.63304
H3 -2.70517 2.21272 0.35286
H4 0.42196 0.83959 -1.29886
H5 -0.37971 -1.47152 0.57983
H6 0.89640 -1.64900 -0.67423
H7 1.84943 0.45853 0.99244
H8 0.87843 -0.57134 2.08432
H9 2.91334 -1.89935 0.41747
H10 3.33061 -1.04330 1.73733
H11 2.20597 -2.32048 1.79964
H12 -0.89430 -0.36860 -2.68157
H13 -2.12965 0.36198 -1.79205
H14 -1.70476 -1.17217 -1.47689



3.
C21H29ClN4O | ωB97M-V with the def2-TZVPD basis set

F_max (eV Å⁻¹): 0.68
Energy relative to the best compared isomer or geometry (same formula, charge and spin) (eV): 0.199
SMILES: CC(C)CN1CCN(Cc2cnc(-c3ccc(Cl)cc3)nc2)C[C@@H]1CCO
DFT total energy (Eh): -1572.07169

Atoms and positions in Å:
C1 2.63275 4.47328 2.11990
C2 1.60711 3.61396 1.38431
C3 2.06151 3.37079 -0.05396
C4 1.39450 2.26606 2.09359
N1 0.49288 2.38103 3.23744
C5 -0.90450 2.30630 2.85427
C6 -1.31152 0.90524 2.34925
N2 -0.34401 -0.07748 2.80651
C7 -0.76209 -1.43003 2.49748
C8 -0.73951 -1.65248 1.01562
C9 -1.80217 -2.19978 0.30515
N3 -1.76874 -2.38300 -1.00014
C10 -0.66466 -2.01482 -1.64768
C11 -0.62395 -2.21239 -3.09665
C12 0.49990 -1.82882 -3.82742
C13 0.54293 -2.01629 -5.19423
C14 -0.54425 -2.59140 -5.83665
Cl1 -0.49421 -2.82886 -7.54635
C15 -1.67105 -2.97886 -5.12549
C16 -1.70744 -2.78817 -3.75896
N4 0.40705 -1.47722 -1.06268
C17 0.36719 -1.30512 0.24152
C18 -0.03595 0.14166 4.20497
C19 0.76441 1.45865 4.34083
C20 0.47571 2.11931 5.69812
C21 1.24197 3.43201 5.87401
O1 0.71979 4.46052 5.07712
H1 2.74069 5.43648 1.62621
H2 2.33173 4.65242 3.14742
H3 3.60385 3.98146 2.12192
H4 0.65562 4.15460 1.36141
H5 1.31480 2.80624 -0.60861
H6 2.22539 4.31640 -0.56525
H7 2.99361 2.80948 -0.06585
H8 2.36424 1.90923 2.44695
H9 1.01829 1.53245 1.37138
H10 -1.50155 2.57263 3.72965
H11 -1.10275 3.05026 2.08144
H12 -1.33403 0.87685 1.25614
H13 -2.32888 0.66451 2.71013
H14 -0.05067 -2.11765 2.96786
H15 -1.77039 -1.65857 2.89192
H16 -2.71669 -2.50455 0.80158
H17 1.33239 -1.38457 -3.30536
H18 1.41032 -1.72122 -5.76384
H19 -2.50669 -3.42452 -5.64217
H20 -2.57155 -3.08126 -3.18422
H21 1.24656 -0.86697 0.69657
H22 0.56622 -0.69152 4.57217
H23 -0.95495 0.18852 4.81657
H24 1.83323 1.22513 4.30977
H25 0.75929 1.42217 6.48824
H26 -0.59071 2.32992 5.79700
H27 2.30644 3.26716 5.64178
H28 1.16774 3.77642 6.90944
H29 0.58836 4.07050 4.19314



> The highest F_max belongs to which entry?

C2H3O3S



> Number 1 is which compound?

C2H3O3S



> Number 2 is which compound?

C4H14N2O